69
Properties=species:S:1:pos:R:3:forces:R:3:mulliken_charge:R:1 method="wB97M-V/def2-TZVPD" spin_multiplicity=7 charge=+2 mol_weight_g_mol=906.42 de_lowest_kj_mol=124.9 homo_ev="-10.51 / -13.63"
Eu -2.2011 -16.5671 4.5341 -1.1 1.1 1.0 0.87
I -0.6190 -17.6563 -0.2616 -0.1 0.0 0.1 0.18
I 2.8684 -12.9427 -0.1505 0.1 0.3 0.1 0.30
S -7.4002 -18.5024 7.7283 0.9 0.3 -0.2 -0.11
O -0.6266 -16.8243 2.9388 0.2 0.2 -2.0 -0.43
N -2.5304 -14.9952 6.3688 -0.1 -1.3 -1.0 0.64
N -3.9818 -14.8216 4.1492 1.5 -1.0 0.4 0.10
N -1.7117 -17.5179 6.7925 0.2 2.2 0.1 0.05
N -2.0115 -19.0832 4.2872 1.0 0.9 0.2 -0.11
N -5.5980 -17.8663 5.9947 -0.2 -0.5 0.1 0.10
N -3.6920 -17.3970 2.6265 0.2 0.1 0.8 -0.02
N 0.0695 -14.7759 4.2312 0.0 0.5 -1.0 -0.17
C -2.0330 -19.6187 5.6572 -0.1 -1.7 0.7 -0.88
C -3.8131 -12.3012 4.1028 -1.2 -0.2 0.0 -1.49
C -1.6759 -14.1947 8.4154 0.2 -0.8 -0.9 -0.78
C 0.4306 -14.7924 2.9107 0.4 1.5 0.1 0.39
C -2.6251 -12.6520 6.8088 -0.3 -0.4 0.3 -1.00
C 0.8843 -12.5026 4.2553 0.1 -1.0 -0.3 -0.98
C -4.5940 -14.9865 2.8558 -0.2 0.1 -0.5 -0.79
C -5.8154 -16.7629 6.7832 0.6 0.5 -0.2 -0.39
C -6.3535 -18.8569 6.4032 -0.2 0.0 -0.2 -0.20
C -1.2086 -18.8540 6.6953 0.7 -0.6 0.7 -0.85
C -6.6858 -16.9311 7.8028 -0.9 0.7 0.7 -0.36
C -4.8571 -16.4898 2.5555 -0.4 0.5 0.3 -0.91
C -0.0783 -15.9331 2.1925 -0.2 -1.4 1.6 0.46
C 1.3995 -12.5615 2.9711 -0.5 -0.6 0.5 -0.66
C -2.9810 -13.7568 6.0120 0.2 0.5 -1.1 0.81
C -0.4696 -16.8117 8.8822 0.4 -1.3 -0.4 -1.61
C 0.1188 -16.0481 0.7968 0.5 0.0 -0.5 -0.78
C -1.3768 -16.6409 7.7024 -0.5 0.2 -0.3 0.66
C 0.9692 -15.1474 0.1858 -0.3 0.0 1.0 -0.37
C -3.6484 -13.6687 4.7058 0.6 -0.1 0.7 0.54
C 0.3169 -13.6535 4.8715 0.3 0.9 0.0 -0.10
C -4.0963 -18.7985 2.9137 0.1 -0.7 -0.2 -0.42
C -2.0211 -12.8975 8.0182 0.0 1.3 0.8 -1.12
C 1.1726 -13.7581 2.2309 -1.1 -0.9 1.7 0.93
C -1.8940 -15.2487 7.5347 0.0 0.7 0.2 0.21
C -2.8788 -19.7044 3.2674 -0.6 0.0 -0.2 -0.95
C 1.5124 -14.0585 0.8900 0.3 0.2 -0.8 -0.19
H -1.1345 -14.3183 9.3185 0.2 -0.2 0.8 0.56
H 0.9291 -11.6057 4.8353 0.3 0.4 0.2 0.50
H -4.7919 -12.2368 3.5781 0.5 0.1 0.4 0.41
H -5.5703 -14.4511 2.8564 0.4 -0.4 -0.4 0.47
H 1.2789 -15.2858 -0.8223 0.0 -0.1 -0.7 0.45
H -3.0539 -12.0529 3.3517 0.1 -0.1 0.2 0.25
H -3.0821 -19.6653 6.0241 0.6 0.1 -0.3 0.29
H -3.7862 -11.5889 4.9406 -0.1 0.0 -0.9 0.44
H -1.8365 -12.0394 8.7093 0.0 -0.9 -0.7 0.37
H -0.1032 -18.8062 6.4716 -0.9 -0.3 0.0 0.39
H -5.5828 -16.9108 3.2541 0.0 0.4 0.1 0.39
H -3.9738 -14.5674 2.0201 -0.4 -0.1 0.5 0.34
H -3.2519 -20.6581 3.6754 0.0 0.2 -0.4 0.38
H -2.8533 -11.6319 6.5355 0.0 -0.1 0.0 0.39
H -5.3113 -16.5250 1.5835 -0.3 -0.2 -0.7 0.44
H -5.2735 -15.8387 6.5447 -0.3 -0.5 0.2 0.17
H -4.5914 -19.2543 2.0203 0.1 0.3 0.7 0.42
H -2.2990 -19.9279 2.3417 -0.2 0.2 0.8 0.40
H -1.0295 -16.6725 9.8017 0.0 0.1 0.2 0.38
H -3.1645 -17.3788 1.7621 0.1 0.0 -0.2 0.08
H -0.0307 -17.8366 8.9180 -0.2 0.9 0.0 0.39
H -1.6262 -20.6582 5.6918 -0.5 0.5 -0.2 0.45
H 1.9318 -11.7049 2.5838 0.0 -0.1 -0.3 0.35
H 0.0915 -13.6082 5.9385 -0.2 -0.1 -0.3 0.52
H 0.3134 -16.0439 8.8035 -0.1 -0.4 0.2 0.42
H -1.3128 -19.4113 7.6638 0.1 0.4 -0.8 0.54
H -6.9863 -16.1623 8.5466 0.2 -0.9 -0.7 0.39
H -1.0450 -19.1261 3.9547 -0.2 -0.1 0.0 0.34
H -4.7977 -18.7767 3.7724 0.3 0.1 -0.5 0.17
H -6.3617 -19.8459 5.9371 0.0 0.4 0.2 0.35